C17H15GaN6O3S3 | wB97M-V/def2-TZVPD

**Orbital gap**: 7.00 eV
**Highest occupied orbital energy**: -0.2988 Eh
**Energy relative to the best compared isomer or geometry (same formula, charge and spin)**: 0.0 kcal per mole
**Total charge**: 0

Element x y z (Å)
Ga -1.059 -0.963 2.037
S -1.674 1.080 1.203
C -1.055 2.069 2.497
C -0.809 3.435 2.140
N -0.551 4.500 1.791
C -0.699 1.604 3.722
S -0.779 -0.074 4.173
C -0.150 2.502 4.695
N 0.297 3.203 5.488
N -1.166 -2.914 3.221
C -1.466 -3.939 2.217
C -2.148 -3.312 0.998
O -2.545 -4.021 0.103
O -2.240 -2.011 1.012
H -0.336 -3.128 3.763
H -1.933 -2.798 3.877
H -2.104 -4.739 2.592
H -0.536 -4.393 1.873
S 1.116 -1.775 1.398
C 1.777 -0.395 0.604
N 2.317 -0.568 -0.621
C 2.873 0.416 -1.359
C 2.918 1.688 -0.868
C 2.381 1.926 0.406
C 1.828 0.900 1.134
H 2.230 -1.497 -1.017
H 3.243 0.132 -2.333
H 3.348 2.479 -1.461
H 2.395 2.924 0.823
H 1.428 1.063 2.123
N -0.068 3.060 -3.207
C 0.220 1.921 -3.886
O 0.885 1.909 -4.905
C -0.289 0.652 -3.275
C -0.596 -0.437 -4.083
C -1.018 -1.608 -3.480
C -1.072 -1.669 -2.091
N -0.738 -0.643 -1.311
C -0.387 0.494 -1.901
H 0.237 3.933 -3.602
H -0.732 3.075 -2.454
H -0.504 -0.347 -5.157
H -1.301 -2.471 -4.068
H -1.401 -2.571 -1.586
H -0.137 1.309 -1.227

***

C23H29CdCl2Ge2O2 | wB97M-V/def2-TZVPD

**Orbital gap**: 7.22 eV
**Highest occupied orbital energy**: -0.4002 Eh
**Total charge**: +1

Element x y z (Å)
Cd 1.635 -0.482 -0.406
C 1.041 2.182 3.560
C 1.157 1.062 2.514
Ge 0.454 1.824 0.809
C 1.554 3.120 -0.210
C 1.546 4.577 0.284
C -1.491 2.230 0.984
C -2.330 1.334 0.403
Ge -1.134 -0.061 -0.374
C -0.908 -1.801 0.561
C -2.175 -2.604 0.916
C -0.926 -0.120 -2.394
C -2.135 -0.503 -3.238
C -3.797 1.415 0.370
C -4.522 2.442 0.932
C -5.902 2.421 0.932
C -6.532 1.327 0.357
C -5.801 0.305 -0.226
C -4.454 0.358 -0.217
H 1.407 1.848 4.531
H -0.019 2.445 3.656
H 1.530 3.124 3.261
H 0.462 0.249 2.729
H 2.194 0.728 2.394
H 1.224 3.054 -1.245
H 2.555 2.680 -0.209
H 0.551 4.993 0.212
H 2.224 5.191 -0.340
H 1.948 4.614 1.300
H -1.837 3.124 1.457
H -0.378 -1.629 1.501
H -0.233 -2.363 -0.099
H -2.915 -2.052 1.496
H -1.902 -3.537 1.400
H -2.726 -2.803 -0.028
H -0.048 -0.739 -2.625
H -0.623 0.902 -2.678
H -2.542 -1.474 -2.910
H -1.927 -0.655 -4.297
H -2.939 0.237 -3.172
H -3.994 3.286 1.407
H -6.506 3.221 1.344
H -7.616 1.266 0.328
H -6.329 -0.503 -0.718
H -3.931 -0.470 -0.672
Cl 7.557 -4.972 -1.671
C 6.129 -4.116 -1.152
C 5.609 -4.381 0.131
C 4.474 -3.708 0.580
Cl 3.787 -4.113 2.097
C 3.811 -2.729 -0.197
O 2.773 -2.091 0.289
C 4.368 -2.467 -1.470
C 3.836 -1.528 -2.400
O 2.896 -0.721 -2.222
C 5.526 -3.180 -1.944
H 6.119 -5.171 0.722
H 4.303 -1.586 -3.405
H 5.902 -3.000 -2.939

***

C32H26CoN4O3STe | wB97M-V/def2-TZVPD

**Spin multiplicity**: 4
**Orbital gap (spin up / spin down)**: 4.41 / 4.40 eV
**Highest occupied orbital energy (spin up / spin down)**: -0.0047 / -0.0045 Eh
**Energy relative to the best compared isomer or geometry (same formula, charge and spin)**: 2.6 kcal per mole
**Total charge**: -2

Element x y z (Å)
Co 0.123 0.600 0.367
C -1.554 2.013 -3.522
O -2.821 1.979 -2.869
C -2.832 2.748 -1.705
C -3.627 3.893 -1.659
C -3.680 4.658 -0.490
C -2.897 4.272 0.586
C -2.052 3.135 0.550
C -1.245 2.869 1.709
N -0.298 1.923 1.769
N 0.353 1.768 2.952
C 1.225 0.780 2.837
O 1.424 0.063 1.759
C 2.033 0.480 4.033
C 3.067 -0.469 3.953
C 3.833 -0.781 5.073
C 3.590 -0.163 6.299
C 2.560 0.782 6.385
C 1.796 1.100 5.273
C -2.043 2.312 -0.630
O -1.358 1.199 -0.758
H -1.577 1.275 -4.327
H -0.750 1.748 -2.830
H -1.375 3.010 -3.935
H -4.202 4.157 -2.542
H -4.307 5.543 -0.433
H -2.909 4.860 1.502
H -1.388 3.498 2.589
H 3.239 -0.947 2.996
H 4.632 -1.513 4.988
H 4.186 -0.413 7.173
H 2.355 1.271 7.333
H 0.999 1.830 5.332
Te -1.932 -1.237 -2.256
C -2.349 -2.947 -3.443
C -2.531 -3.004 -4.805
C -2.798 -4.314 -5.300
C -2.809 -5.254 -4.309
S -2.511 -4.530 -2.791
H -2.472 -2.118 -5.426
H -2.962 -4.544 -6.344
H -2.967 -6.319 -4.398
N -2.305 -3.632 4.517
C -1.964 -2.720 3.512
C -2.295 -1.376 3.616
C -1.903 -0.507 2.605
N -1.228 -0.891 1.529
C -0.902 -2.178 1.444
C -1.241 -3.123 2.396
H -3.081 -3.342 5.090
H -2.408 -4.581 4.198
H -2.843 -1.001 4.473
H -2.146 0.552 2.657
H -0.344 -2.463 0.558
H -0.943 -4.159 2.268
C 1.449 0.469 -1.118
C 2.295 0.431 -2.001
C 3.289 0.373 -3.034
C 4.569 0.918 -2.852
C 5.528 0.859 -3.855
C 5.243 0.251 -5.074
C 3.980 -0.297 -5.269
C 3.019 -0.236 -4.269
H 4.791 1.386 -1.902
H 6.508 1.289 -3.683
H 5.991 0.205 -5.856
H 3.740 -0.776 -6.212
H 2.035 -0.662 -4.421

***

C6H6BrCl3N | wB97M-V/def2-TZVPD

**Orbital gap**: 8.57 eV
**Structure (SMILES)**: [NH3+]/C=C(Cl)/C=C(Cl)\C=C(/Cl)Br
**Highest occupied orbital energy**: -0.4856 Eh
**Energy relative to the best compared isomer or geometry (same formula, charge and spin)**: 39.4 kcal per mole
**Total charge**: +1

Element x y z (Å)
C 1.785 -0.563 -1.149
C -0.077 -2.269 -1.163
C 1.148 -1.888 -1.489
C 1.222 0.360 -0.449
C -0.222 0.495 -0.216
C -0.902 -1.450 -0.171
N -0.480 1.048 1.195
Cl 2.084 -2.986 -2.503
Cl 2.142 1.805 0.188
Cl -0.540 -2.013 1.436
Br -2.842 -1.370 -0.535
H 2.863 -0.596 -1.312
H -0.405 -3.290 -1.542
H -0.933 0.978 -0.944
H 0.589 1.444 1.374
H -0.697 0.110 1.640
H -1.384 1.713 1.150

***

C7H7NO6 | wB97M-V/def2-TZVPD

**Spin multiplicity**: 3
**Orbital gap (spin up / spin down)**: 7.34 / 6.33 eV
**Highest occupied orbital energy (spin up / spin down)**: -0.2797 / -0.3851 Eh
**Energy relative to the best compared isomer or geometry (same formula, charge and spin)**: 102.1 kcal per mole
**Total charge**: 0

Element x y z (Å)
C -2.025 -0.093 0.198
C -1.063 -0.692 0.856
C 0.616 -2.244 -0.250
C 1.327 1.122 1.223
C -1.750 0.460 -1.151
C 0.217 -0.780 0.048
C 2.733 1.532 1.476
N -2.147 -0.155 -2.454
O -2.402 0.616 -3.335
O 1.377 -2.906 0.387
O 0.290 1.783 1.268
O -2.102 -1.344 -2.501
O 0.039 -0.183 -1.203
O 1.273 -0.166 0.838
H -2.952 0.104 0.589
H -1.049 -1.168 1.943
H 0.084 -2.544 -1.102
H -1.553 1.595 -1.269
H 3.070 2.069 0.650
H 3.232 0.611 1.689
H 2.786 2.384 2.101

***

CH3Br2ClOSi | wB97M-V/def2-TZVPD

**Orbital gap (spin up / spin down)**: 8.56 / 8.56 eV
**Highest occupied orbital energy (spin up / spin down)**: -0.3501 / -0.3501 Eh
**Energy relative to the best compared isomer or geometry (same formula, charge and spin)**: 87.5 kcal per mole
**Total charge**: 0

Element x y z (Å)
C -0.616 1.581 0.207
O -0.271 0.357 0.851
Si 0.790 -1.506 -0.150
Cl 2.768 -1.601 -0.322
Br 0.153 -3.268 0.984
Br -0.403 -1.509 -1.912
H -1.293 2.166 1.085
H -1.291 1.467 -0.741
H 0.164 2.312 -0.001

***

Question: Which of these has the lowest total charge?
Answer: C32H26CoN4O3STe

***

Question: What is the total charge in the sixth record?
Answer: 0